Entry w
{"formula": "C17H24O5", "method": "ωB97M-V/def2-TZVPD", "e_homo_ev": -8.233, "smiles": "CCOC(=O)C(CCCOc1ccc(C)cc1)C(=O)OCC", "species": ["C", "C", "H", "H", "O", "C", "O", "C", "C", "O", "O", "C", "C", "H", "H", "H", "H", "H", "C", "C", "C", "O", "C", "C", "C", "C", "C", "C", "H", "H", "C", "H", "H", "H", "H", "H", "H", "H", "H", "H", "H", "H", "H", "H", "H", "H"], "coordinates": [[-5.9910, -0.3875, -0.0630], [-5.4608, 0.8301, 0.6789], [-5.6028, 0.7138, 1.7583], [-5.9445, 1.7457, 0.3333], [-4.0691, 1.0278, 0.4116], [-3.2081, 0.2983, 1.1059], [-3.5003, -0.4634, 1.9889], [-1.7743, 0.5153, 0.6244], [-1.6066, -0.5434, -0.4616], [-2.1281, -0.4985, -1.5431], [-0.8455, -1.5434, -0.0232], [-0.6522, -2.6631, -0.8949], [0.4783, -2.4204, -1.8845], [1.3956, -2.1620, -1.3597], [0.6466, -3.3224, -2.4657], [0.2163, -1.6127, -2.5642], [-0.4201, -3.4961, -0.2288], [-1.5884, -2.8585, -1.4273], [-1.5362, 1.9331, 0.0963], [-0.0521, 2.2737, -0.0271], [0.6126, 1.6088, -1.2362], [2.0051, 1.8272, -1.2710], [2.8221, 1.0703, -0.4802], [4.1825, 1.3733, -0.5645], [5.1064, 0.6633, 0.1695], [4.7116, -0.3727, 1.0116], [3.3608, -0.6662, 1.0908], [2.4177, 0.0415, 0.3612], [1.3793, -0.2304, 0.4656], [3.0234, -1.4640, 1.7376], [5.7291, -1.1361, 1.8048], [6.2588, -0.4694, 2.4846], [5.2574, -1.9221, 2.3890], [6.4663, -1.5889, 1.1429], [6.1547, 0.9132, 0.0903], [4.4867, 2.1739, -1.2203], [0.2324, 2.0556, -2.1593], [0.3941, 0.5374, -1.2638], [0.4745, 1.9762, 0.8828], [0.0626, 3.3543, -0.1307], [-2.0022, 2.6382, 0.7864], [-2.0282, 2.0331, -0.8723], [-1.1064, 0.2698, 1.4538], [-7.0665, -0.4584, 0.0708], [-5.5265, -1.2906, 0.3252], [-5.7651, -0.3038, -1.1232]], "mulliken_charge": [-1.10, -0.29, 0.32, 0.32, -0.30, -0.21, -0.63, 1.59, -0.27, -0.57, -0.27, -0.28, -0.96, 0.19, 0.42, 0.26, 0.38, 0.31, -1.00, -0.64, -0.03, -0.45, 0.48, -0.72, -0.50, 0.80, -1.12, -0.13, 0.68, 0.30, -1.48, 0.33, 0.34, 0.35, 0.39, 0.45, 0.35, -0.13, 0.34, 0.30, 0.46, 0.30, 0.42, 0.41, 0.30, 0.29]}

***

Entry x
{"formula": "C17H24O5", "method": "ωB97M-V/def2-TZVPD", "e_homo_ev": -8.312, "smiles": "CCOC(=O)C(CCCOc1ccc(C)cc1)C(=O)OCC", "species": ["C", "C", "H", "H", "O", "C", "O", "C", "C", "O", "O", "C", "C", "H", "H", "H", "H", "H", "C", "C", "C", "O", "C", "C", "C", "C", "C", "C", "H", "H", "C", "H", "H", "H", "H", "H", "H", "H", "H", "H", "H", "H", "H", "H", "H", "H"], "coordinates": [[0.4995, 3.3104, 5.6330], [-0.2678, 2.7748, 4.4397], [-0.5238, 3.5734, 3.7344], [-1.1966, 2.2830, 4.7481], [0.5551, 1.8146, 3.7683], [0.0504, 1.2631, 2.6702], [-1.0289, 1.5330, 2.2152], [1.0327, 0.2640, 2.0670], [0.2374, -0.9983, 1.7393], [-0.2100, -1.7142, 2.5969], [0.1154, -1.2106, 0.4374], [-0.6640, -2.3364, 0.0243], [-2.1348, -1.9650, -0.0797], [-2.5080, -1.6497, 0.8917], [-2.2626, -1.1523, -0.7899], [-2.7051, -2.8252, -0.4177], [-0.2591, -2.6189, -0.9495], [-0.5229, -3.1464, 0.7471], [1.7859, 0.8811, 0.8793], [0.8915, 1.6461, -0.0966], [1.6109, 1.8577, -1.4315], [1.9590, 0.6433, -2.0590], [0.9802, -0.1431, -2.5929], [1.3864, -1.4173, -2.9925], [0.4881, -2.2951, -3.5597], [-0.8433, -1.9358, -3.7502], [-1.2350, -0.6646, -3.3636], [-0.3436, 0.2282, -2.7904], [-0.6993, 1.2067, -2.5082], [-2.2608, -0.3556, -3.5097], [-1.8122, -2.9035, -4.3601], [-1.8040, -3.8473, -3.8163], [-2.8224, -2.5026, -4.3464], [-1.5384, -3.1137, -5.3938], [0.8209, -3.2790, -3.8589], [2.4184, -1.6953, -2.8447], [2.5690, 2.3590, -1.2643], [1.0070, 2.4850, -2.0991], [0.6170, 2.6200, 0.3109], [-0.0230, 1.0790, -0.2626], [2.2822, 0.0758, 0.3345], [2.5550, 1.5522, 1.2688], [1.7430, -0.0034, 2.8551], [0.7520, 2.4981, 6.3088], [-0.1100, 4.0371, 6.1620], [1.4187, 3.7881, 5.3049]], "mulliken_charge": [-1.23, -0.20, 0.29, 0.31, -0.29, 0.10, -0.59, 0.85, 0.04, -0.63, -0.16, -0.29, -1.18, 0.42, 0.19, 0.41, 0.22, 0.44, -1.20, -0.13, -1.07, -0.51, 0.61, -0.43, -0.66, 1.03, -1.02, -0.11, 0.34, 0.30, -1.57, 0.34, 0.35, 0.36, 0.37, 0.41, 0.45, 0.36, 0.58, 0.19, 0.34, 0.58, 0.38, 0.32, 0.39, 0.32]}

***

Result of the stability comparison: entry w is the least stable of them.

***

Entry w
{"formula": "H2NO3S2", "method": "ωB97M-V/def2-TZVPD", "e_homo_ev": [-4.108, -4.111], "total_charge": -1, "species": ["N", "O", "O", "O", "S", "S", "H", "H"], "coordinates": [[1.8957, 0.4515, 0.2715], [-0.5979, -1.1953, 0.9183], [-2.5980, 0.3015, 0.4389], [-1.3777, -0.7858, -1.4252], [0.6551, 1.6258, -0.1165], [-1.3265, -0.3288, -0.0397], [1.2552, -0.2083, 0.7155], [2.0942, 0.1394, -0.7626]], "mulliken_charge": [-0.63, -0.59, -0.55, -0.50, -0.27, 0.89, 0.39, 0.27]}

***

Entry x
{"formula": "H2NO3S2", "method": "ωB97M-V/def2-TZVPD", "e_homo_ev": -4.264, "total_charge": -1, "species": ["N", "O", "O", "O", "S", "S", "H", "H"], "coordinates": [[-2.9654, -0.6432, 0.1809], [1.8166, -1.3057, 0.3477], [1.6730, 0.5204, -1.3150], [1.6723, 1.2241, 1.0014], [-1.6309, -0.1496, -0.4510], [1.1552, -0.0613, -0.0306], [-3.2011, -1.4726, -0.1844], [1.4803, 1.8878, 0.4511]], "mulliken_charge": [-0.46, -0.59, -0.66, -0.50, 0.06, 0.63, 0.24, 0.29]}

***

Result of the stability comparison: entry x is the least stable of them.

***

Entry w
{"formula": "C7H9N2OP", "method": "ωB97M-V/def2-TZVPD", "e_homo_ev": -7.749, "species": ["C", "C", "C", "C", "C", "C", "C", "N", "N", "O", "P", "H", "H", "H", "H", "H", "H", "H", "H", "H"], "coordinates": [[-0.9619, 1.8468, 2.6672], [-0.8076, 0.5291, 2.2073], [-0.8113, 2.8667, 1.7382], [-0.2847, 1.3974, 0.0644], [-0.4787, 0.2892, 0.8780], [1.2972, -1.4944, -1.9534], [-0.1610, -1.7594, -2.3193], [-0.4736, 2.6280, 0.4574], [1.3235, -1.3797, -0.5405], [-0.7878, -2.3184, -1.1050], [0.0071, -2.0165, 0.2594], [-1.2130, 2.1223, 3.6526], [-1.0851, -0.2260, 2.8616], [-0.5124, 3.9128, 2.0302], [0.1679, 1.0691, -0.8698], [1.7823, -2.4197, -2.2547], [1.5981, -0.4893, -2.3255], [-0.6017, -0.7805, -2.4650], [-0.1754, -2.4984, -3.0857], [2.1781, -1.2791, 0.1026]], "mulliken_charge": [-0.46, -0.25, -0.29, -0.05, -0.03, -0.56, -0.26, -0.56, -0.23, -0.32, 0.18, 0.41, 0.42, 0.30, 0.21, 0.35, 0.28, 0.26, 0.32, 0.25]}

***

Entry x
{"formula": "C7H9N2OP", "method": "ωB97M-V/def2-TZVPD", "e_homo_ev": -8.502, "smiles": "Cc1cccc2c1N(N)PO2", "species": ["C", "C", "C", "C", "C", "C", "C", "N", "N", "O", "P", "H", "H", "H", "H", "H", "H", "H", "H", "H"], "coordinates": [[-0.8948, -2.2892, 0.2755], [-1.5958, -1.1098, 0.0919], [0.5014, -2.2987, 0.2596], [-0.9511, 0.1166, -0.2306], [0.4184, 0.0574, -0.1264], [1.1921, -1.1345, -0.0882], [-1.8068, 1.3354, -0.5308], [1.3306, 1.2166, -0.3142], [1.1407, 2.1183, 0.9419], [2.5938, -0.9296, -0.1232], [2.9873, 0.7288, -0.4529], [-1.3738, -3.2058, 0.6402], [-2.6999, -1.0275, 0.0741], [1.0431, -3.2336, 0.4582], [-1.0828, 2.0376, -0.9462], [-2.6320, 1.1831, -1.2612], [-2.5373, 1.6357, 0.4471], [1.2265, 1.5769, 1.7940], [0.1566, 2.4790, 0.9334], [2.9840, 0.7433, -1.8422]], "mulliken_charge": [-0.50, -0.57, -0.58, 0.53, 0.39, 0.57, -1.56, -0.10, -0.58, -0.48, 0.07, 0.33, 0.35, 0.38, 0.48, 0.40, 0.24, 0.29, 0.29, 0.06]}

***

Result of the stability comparison: entry w is the least stable of them.